(A)
The following is a quantum chemistry calculation of C4H5NS2 in the gas phase, from OMol25.

The LUMO energy is 0.63 eV. The SMILES is Sc1ccn(S)c1. The calculation puts the HOMO energy at -8.85 eV.

```
! wB97M-V def2-TZVPD RIJCOSX def2/J DEFGRID3
* xyz 0 1
C -1.039 -0.492 0.059
C -0.270 -0.321 1.271
C 0.926 0.271 0.939
C -0.274 0.017 -0.932
H -2.325 -2.471 -0.071
H -0.662 -0.593 2.234
H 1.791 0.551 1.562
H 1.804 2.447 -1.240
H -0.375 0.098 -2.000
N 0.921 0.486 -0.419
S -2.673 -1.158 -0.099
S 2.176 1.164 -1.304
*
```

These are the natural (NBO) partial charges, in e, on atoms 1 to 4: -0.254, -0.291, -0.059, -0.049

=====

(B)
The following is a quantum chemistry calculation of C4H5NS2 in the gas phase, from OMol25.

The LUMO energy is -0.25 eV. The calculation puts the HOMO energy at -7.43 eV.

```
! wB97M-V def2-TZVPD RIJCOSX def2/J DEFGRID3
* xyz 0 1
C -1.232 1.447 -0.103
C -1.621 0.183 -0.011
C -1.836 -1.089 0.141
C 1.648 -0.280 -0.297
N 0.011 1.887 -0.076
S 1.377 1.283 0.144
S 2.942 -1.297 0.039
H -1.933 2.239 0.011
H -1.617 -1.463 1.172
H -2.407 -1.793 -0.585
H 0.794 -0.759 -0.718
H 3.873 -0.357 0.282
*
```

These are the natural (NBO) partial charges, in e, on atoms 1 to 4: -0.104, 0.016, -0.491, -0.768

=====

It is (B) that is the least stable of them.

=====

(A)
The following is a quantum chemistry calculation of C4H5NS2 in the gas phase, from OMol25.

The LUMO energy is -0.72 eV. The SMILES is C=CN(C=S)C=S. The calculation puts the HOMO energy at -8.11 eV.

```
! wB97M-V def2-TZVPD RIJCOSX def2/J DEFGRID3
* xyz 0 1
C 1.923 0.106 -0.293
C 0.864 -0.581 0.123
C -0.666 1.297 0.281
C -1.465 -1.002 -0.112
H 2.911 -0.338 -0.248
H 1.813 1.124 -0.717
H 0.949 -1.581 0.545
H 0.209 1.698 0.763
H -1.023 -1.987 -0.299
N -0.485 -0.075 0.123
S -1.931 2.233 -0.107
S -3.096 -0.894 -0.060
*
```

These are the natural (NBO) partial charges, in e, on atoms 1 to 4: -0.411, -0.018, -0.121, -0.096

=====

(B)
The following is a quantum chemistry calculation of C4H5NS2 in the gas phase, from OMol25.

The LUMO energy is -1.93 eV. The SMILES is S=CC(=S)[C@@H]1CN1. The calculation puts the HOMO energy at -9.09 eV.

```
! wB97M-V def2-TZVPD RIJCOSX def2/J DEFGRID3
* xyz 0 1
C -0.148 -2.146 0.096
C -0.146 -0.769 0.652
C -0.169 0.333 -0.344
C 0.695 1.480 -0.109
H -0.246 -2.893 0.896
H -0.286 0.035 -1.393
H 1.290 1.457 0.805
H 1.151 1.988 -0.949
H -1.229 2.148 -0.595
N -0.729 1.634 0.103
S -0.034 -2.670 -1.442
S -0.149 -0.597 2.280
*
```

These are the natural (NBO) partial charges, in e, on atoms 1 to 4: -0.326, -0.159, -0.198, -0.218

=====

(C)
The following is a quantum chemistry calculation of C4H5NS2 in the gas phase, from OMol25.

The LUMO energy (alpha / beta) is -1.77 / -1.13 eV. The calculation puts the HOMO energy (alpha / beta) at -8.39 / -8.55 eV.

```
! wB97M-V def2-TZVPD RIJCOSX def2/J DEFGRID3
* xyz 0 1
C 0.989 -0.457 -0.603
C 0.265 -1.589 -0.779
C -0.520 1.124 0.577
C 0.808 0.445 0.592
N -1.531 0.595 0.120
S -2.995 0.791 -0.356
S -0.794 -2.171 0.417
H 1.414 0.067 -1.458
H 0.225 -2.008 -1.762
H -0.414 2.132 0.799
H 0.915 -0.015 1.634
H 1.638 1.087 0.818
*
```

These are the natural (NBO) partial charges, in e, on atoms 1 to 4: -0.113, -0.405, 0.090, -0.531

=====

It is (C) that is the least stable of them.

=====

(A)
The following is a quantum chemistry calculation of C4H5NS2 in the gas phase, from OMol25.

The LUMO energy is 0.74 eV. The SMILES is C1=NSC2(CC2)S1. The calculation puts the HOMO energy at -8.10 eV.

```
! wB97M-V def2-TZVPD RIJCOSX def2/J DEFGRID3
* xyz 0 1
C -1.075 -1.829 0.456
C -1.776 -1.044 -0.640
C -0.528 -0.502 -0.033
C 1.587 1.014 -0.317
H -0.559 -2.746 0.177
H -1.530 -1.718 1.443
H -1.632 -1.364 -1.691
H -2.648 -0.485 -0.269
H 2.546 1.416 -0.645
N 0.968 1.635 0.564
S 1.037 -0.482 -0.993
S -0.550 0.958 1.008
*
```

These are the natural (NBO) partial charges, in e, on atoms 1 to 4: -0.429, -0.435, -0.357, -0.093

=====

(B)
The following is a quantum chemistry calculation of C4H5NS2 in the gas phase, from OMol25.

The LUMO energy is 0.14 eV. The SMILES is NC1=CC(=S)SC1. The calculation puts the HOMO energy at -8.15 eV.

```
! wB97M-V def2-TZVPD RIJCOSX def2/J DEFGRID3
* xyz 0 1
C 0.444 -0.233 0.017
C -0.753 -0.862 0.015
C -1.898 0.000 0.013
C 0.369 1.262 0.024
H 2.470 -0.256 -0.174
H 1.752 -1.760 -0.086
H -0.897 -1.940 0.025
H 0.856 1.667 0.899
H 0.856 1.690 -0.832
N 1.675 -0.817 0.063
S -3.485 -0.440 0.019
S -1.388 1.687 0.017
*
```

These are the natural (NBO) partial charges, in e, on atoms 1 to 4: 0.279, -0.397, -0.271, -0.595

=====

It is (A) that is the least stable of them.